[1]
{
  "formula": "C5H8O",
  "method": "ωB97M-V/def2-TZVPD",
  "symbols": ["C", "C", "C", "C", "C", "O", "H", "H", "H", "H", "H", "H", "H", "H"],
  "coordinates": [[-1.703, 1.036, -0.171], [-1.313, -0.443, -0.294], [0.061, -0.768, -0.579], [1.225, -1.054, -0.829], [2.195, -0.615, 0.218], [1.474, 0.029, 1.273], [-1.294, 1.626, -0.995], [-2.795, 1.116, -0.202], [-1.366, 1.474, 0.776], [-1.703, -1.016, 0.558], [-1.725, -0.873, -1.208], [2.977, 0.028, -0.201], [2.703, -1.471, 0.665], [1.264, 0.931, 0.990]],
  "forces_ev_per_a": [[0.04, -0.01, -0.08], [-0.24, -0.24, -0.37], [-0.01, -0.21, -0.45], [-0.46, 0.65, 0.76], [0.59, -0.30, -0.18], [0.73, 0.55, 0.55], [-0.03, -0.09, 0.10], [0.20, 0.03, 0.03], [0.02, -0.17, -0.18], [0.19, 0.01, -0.24], [-0.93, 0.00, -0.07], [-0.12, 0.03, 0.08], [-0.09, 0.04, 0.02], [0.12, -0.29, 0.02]],
  "nbo_charge": [-0.596, -0.513, 0.136, -0.173, -0.107, -0.727, 0.214, 0.217, 0.210, 0.236, 0.255, 0.184, 0.200, 0.462],
  "lumo_ev": 0.785,
  "e_homo_ev": -9.327,
  "gap_ha": 0.372,
  "smiles": "CCC#CCO"
}

***

[2]
{
  "formula": "C5H8O",
  "method": "ωB97M-V/def2-TZVPD",
  "symbols": ["C", "C", "C", "O", "C", "C", "H", "H", "H", "H", "H", "H", "H", "H"],
  "coordinates": [[-0.723, -1.045, 0.120], [0.603, -1.143, 0.002], [1.233, 0.202, 0.043], [1.128, 0.488, 1.454], [0.195, 1.085, 0.559], [-1.148, 0.391, 0.392], [-1.406, -1.880, 0.205], [1.228, -2.020, 0.076], [2.122, 0.534, -0.499], [0.287, 2.165, 0.581], [-1.748, 0.430, 1.306], [-1.723, 0.894, -0.403], [0.203, 0.224, -2.032], [-0.250, -0.326, -1.806]],
  "forces_ev_per_a": [[0.24, -0.15, 0.67], [-0.28, -0.36, -0.35], [0.38, -0.36, 0.95], [0.39, 0.82, 0.48], [-0.28, 0.29, -0.02], [0.08, -0.05, 0.16], [0.05, 0.02, 0.09], [-0.23, -0.26, -0.44], [-0.22, -0.27, 0.32], [-0.17, -0.03, -0.40], [-0.01, 0.02, -0.06], [0.16, -0.30, 0.11], [-0.36, 0.13, -0.65], [0.24, 0.50, -0.85]],
  "nbo_charge": [-0.192, -0.184, -0.010, -0.485, 0.052, -0.473, 0.216, 0.223, 0.213, 0.203, 0.232, 0.224, -0.041, 0.022],
  "lumo_ev": 1.172,
  "e_homo_ev": -9.055,
  "gap_ha": 0.376,
  "smiles": "C1=C[C@@H]2O[C@@H]2C1.[H][H]"
}

***

[3]
{
  "formula": "C5H8O",
  "method": "ωB97M-V/def2-TZVPD",
  "symbols": ["O", "C", "C", "C", "C", "C", "H", "H", "H", "H", "H", "H", "H", "H"],
  "coordinates": [[0.785, -1.216, 1.232], [0.729, -0.740, -0.133], [-0.744, -0.857, -0.573], [-1.364, 0.457, -0.211], [-0.303, 1.379, -0.073], [0.988, 0.739, -0.221], [1.635, -0.931, 1.593], [1.387, -1.359, -0.755], [-0.742, -0.930, -1.676], [-1.221, -1.753, -0.164], [-2.418, 0.691, -0.161], [-0.193, 0.868, 0.973], [-0.444, 2.451, 0.043], [1.906, 1.203, 0.126]],
  "forces_ev_per_a": [[0.25, 0.07, 0.14], [-0.09, -0.06, -0.31], [0.00, -0.10, -0.05], [-0.41, -0.32, -0.35], [0.10, 0.35, 0.48], [0.35, -0.12, -0.22], [-0.14, -0.09, 0.01], [-0.09, 0.12, 0.11], [0.00, -0.02, 0.12], [0.05, 0.14, -0.06], [0.17, -0.04, 0.00], [-0.11, 0.31, 0.30], [0.04, -0.18, -0.07], [-0.10, -0.06, -0.08]],
  "nbo_charge": [-0.741, 0.039, -0.462, -0.223, -0.450, -0.364, 0.467, 0.186, 0.225, 0.234, 0.220, 0.417, 0.249, 0.205],
  "lumo_ev": [0.904, 0.947],
  "e_homo_ev": [-6.829, -7.022],
  "gap_ha": [0.284, 0.293]
}

***

[4]
{
  "formula": "C5H8O",
  "method": "ωB97M-V/def2-TZVPD",
  "symbols": ["C", "C", "C", "C", "C", "O", "H", "H", "H", "H", "H", "H", "H", "H"],
  "coordinates": [[0.151, 0.739, -0.277], [0.427, -0.592, -0.148], [-0.756, -0.180, -0.859], [0.347, 2.209, 0.017], [1.226, -1.720, 0.544], [-2.297, -0.663, 0.344], [-1.174, -0.700, -1.659], [1.263, 2.348, 0.393], [-0.400, 2.352, 0.781], [0.175, 2.891, -0.902], [0.411, -2.310, 0.925], [1.662, -1.230, 1.328], [1.833, -2.116, -0.182], [-2.868, -1.029, -0.306]],
  "forces_ev_per_a": [[0.38, -1.21, -0.66], [-0.27, 2.34, 0.30], [-0.35, -1.98, 3.51], [-3.42, -1.15, -2.85], [-4.18, 2.51, -1.22], [2.86, 1.30, -0.63], [-0.76, 0.25, -1.65], [3.48, 0.74, 1.45], [-0.33, 0.74, 0.24], [0.10, -1.29, 1.58], [0.08, -0.99, 0.02], [1.80, 0.73, 1.95], [1.59, -1.48, -1.22], [-0.98, -0.51, -0.81]],
  "nbo_charge": [0.053, 0.108, 0.042, -0.640, -0.638, -0.986, 0.216, 0.219, 0.254, 0.236, 0.255, 0.226, 0.232, 0.425],
  "lumo_ev": [0.826, 0.826],
  "e_homo_ev": [-8.531, -8.530],
  "gap_ha": [0.344, 0.344]
}

***

[5]
{
  "formula": "C5H8O",
  "method": "ωB97M-V/def2-TZVPD",
  "symbols": ["O", "C", "C", "C", "C", "C", "H", "H", "H", "H", "H", "H", "H", "H"],
  "coordinates": [[-0.532, -2.089, -0.173], [0.393, -2.083, 0.741], [-0.399, -0.505, 0.408], [-0.866, 0.307, -0.824], [-0.011, 1.477, -0.292], [0.829, 0.441, 0.482], [1.377, -2.415, 0.285], [-1.072, -0.432, 1.257], [-0.450, -0.102, -1.748], [-1.945, 0.437, -0.937], [0.510, 2.094, -1.028], [-0.577, 2.126, 0.385], [1.644, 0.063, -0.142], [1.204, 0.656, 1.486]],
  "forces_ev_per_a": [[0.19, 0.25, 0.35], [0.13, -0.55, -0.09], [-0.38, 0.36, -0.11], [-0.12, -0.02, -0.15], [0.02, 0.17, -0.02], [0.18, -0.12, 0.06], [-0.16, 0.18, 0.02], [0.15, -0.12, -0.15], [-0.03, 0.07, 0.14], [0.18, -0.04, 0.03], [-0.09, -0.11, 0.12], [0.08, -0.10, -0.11], [-0.07, 0.08, 0.08], [-0.09, -0.05, -0.17]],
  "nbo_charge": [-0.490, 0.125, -0.011, -0.417, -0.407, -0.408, 0.075, 0.236, 0.221, 0.216, 0.216, 0.205, 0.216, 0.225],
  "lumo_ev": 0.910,
  "e_homo_ev": -7.571,
  "gap_ha": 0.312
}

***

[6]
{
  "formula": "C5H8O",
  "method": "ωB97M-V/def2-TZVPD",
  "symbols": ["O", "C", "C", "C", "C", "H", "H", "H", "H", "C", "H", "H", "H", "H"],
  "coordinates": [[2.174, -1.165, 0.357], [1.538, -0.171, 0.622], [0.990, 0.772, -0.393], [-0.302, 1.493, -0.088], [0.759, 2.216, -0.011], [1.307, 0.109, 1.677], [1.241, 0.501, -1.421], [-1.371, 1.364, -0.049], [1.249, 3.163, 0.139], [-1.516, -1.656, -0.168], [-2.081, -2.573, 0.017], [-1.971, -1.113, -1.002], [-0.481, -1.907, -0.412], [-1.537, -1.034, 0.731]],
  "forces_ev_per_a": [[-0.27, 0.43, 0.15], [0.15, -0.22, -0.16], [0.18, -0.26, -0.11], [0.15, 0.25, 0.05], [-0.28, -0.04, 0.03], [0.04, -0.06, -0.09], [-0.04, 0.05, 0.15], [0.17, 0.05, -0.01], [-0.06, -0.12, -0.01], [0.00, -0.04, 0.00], [0.07, 0.12, -0.03], [0.08, -0.09, 0.13], [-0.19, 0.03, 0.03], [0.00, -0.11, -0.12]],
  "nbo_charge": [-0.531, 0.424, -0.364, -0.154, -0.157, 0.099, 0.205, 0.240, 0.238, -0.855, 0.218, 0.208, 0.226, 0.204],
  "lumo_ev": 0.851,
  "e_homo_ev": -9.544,
  "gap_ha": 0.382,
  "smiles": "O=CC1C=C1.C"
}

***

[7]
{
  "formula": "C5H8O",
  "method": "ωB97M-V/def2-TZVPD",
  "symbols": ["C", "C", "C", "C", "C", "O", "H", "H", "H", "H", "H", "H", "H", "H"],
  "coordinates": [[-0.127, -1.872, 1.501], [0.041, -1.597, 0.029], [-0.360, -0.496, -0.566], [-0.603, 0.629, -1.106], [-0.529, 1.863, -1.566], [-0.813, 2.990, -0.867], [-1.133, -2.253, 1.712], [0.589, -2.628, 1.835], [0.022, -0.969, 2.102], [0.520, -2.358, -0.585], [-0.233, 2.087, -2.586], [-0.983, 2.740, 0.052], [1.862, 0.611, 0.202], [1.747, 1.253, -0.156]],
  "forces_ev_per_a": [[-0.03, -0.03, 0.09], [-0.09, 0.09, -0.12], [0.03, 0.08, -0.04], [0.17, -0.01, 0.11], [-0.01, -0.28, -0.21], [-0.10, -0.03, 0.23], [0.14, 0.01, 0.01], [-0.10, 0.12, -0.04], [-0.05, -0.12, -0.13], [-0.15, 0.03, 0.04], [-0.10, -0.03, 0.07], [-0.03, 0.08, -0.12], [0.13, 0.12, 0.01], [0.17, -0.03, 0.10]],
  "nbo_charge": [-0.633, -0.265, 0.049, -0.184, 0.140, -0.659, 0.221, 0.218, 0.218, 0.223, 0.196, 0.484, -0.001, -0.007],
  "lumo_ev": 0.845,
  "e_homo_ev": -8.183,
  "gap_ha": 0.332,
  "smiles": "CC=C=C=CO.[H][H]"
}

***

[8]
{
  "formula": "C5H8O",
  "method": "ωB97M-V/def2-TZVPD",
  "symbols": ["C", "C", "C", "C", "C", "O", "H", "H", "H", "H", "H", "H", "H", "H"],
  "coordinates": [[-0.830, 1.315, 0.273], [-0.288, 0.395, -0.807], [1.137, -0.091, -0.755], [0.032, -1.057, -0.442], [0.079, -1.281, 1.078], [-0.727, -1.858, 1.761], [-0.295, 1.157, 1.215], [-0.711, 2.368, -0.001], [-1.894, 1.125, 0.461], [-0.741, 0.588, -1.789], [1.656, 0.099, 0.210], [1.820, -0.128, -1.598], [-0.285, -1.899, -1.065], [1.047, -0.731, 1.459]],
  "forces_ev_per_a": [[0.04, 0.02, 0.05], [0.14, 0.04, 0.21], [0.38, 0.25, 0.26], [-0.02, -0.15, 0.57], [0.10, 0.19, -0.17], [0.86, 0.38, -0.51], [-0.13, 0.13, -0.09], [-0.01, -0.16, -0.02], [0.19, 0.02, -0.06], [0.38, -0.41, 0.33], [-0.03, 0.48, -1.13], [-0.47, -0.13, -0.09], [0.13, 0.45, 0.20], [-1.55, -1.11, 0.44]],
  "nbo_charge": [-0.612, -0.193, -0.409, -0.361, 0.461, -0.509, 0.207, 0.216, 0.219, 0.225, 0.197, 0.230, 0.246, 0.084],
  "lumo_ev": 1.030,
  "e_homo_ev": -9.825,
  "gap_ha": 0.399,
  "smiles": "C[C@H]1C[C@H]1C=O"
}

***

no.,electronic energy (eV),maximum force (eV Å⁻¹)
1,-7358.7830,1.100
2,-7358.6479,1.085
3,-7357.8367,0.627
4,-7357.3023,5.027
5,-7356.3089,0.571
6,-7359.1682,0.532
7,-7358.3434,0.350
8,-7360.5231,1.962